# 1
70
Properties=species:S:1:pos:R:3 method="wB97M-V/def2-TZVPD" e_above_lowest_kj_mol=290.0 gap_ev=7.72 lumo_energy_ev=-0.2
C -14.805 -8.820 19.579
S -14.127 -7.188 19.884
O -15.428 -6.395 20.014
C -13.674 -7.310 21.566
H -15.807 -8.836 19.976
H -14.174 -9.601 20.002
H -14.765 -8.960 18.481
H -13.483 -6.315 22.005
H -12.864 -8.004 21.655
H -14.535 -7.794 22.035
C -14.579 0.785 21.633
S -16.104 1.715 21.630
O -15.854 3.215 21.502
C -16.659 1.202 20.044
H -14.776 -0.243 21.697
H -13.903 1.168 22.373
H -14.067 0.873 20.612
H -16.896 0.133 20.112
H -15.868 1.329 19.314
H -17.460 1.907 19.677
C -8.210 -7.284 22.697
S -9.197 -7.826 24.020
O -9.959 -6.515 24.322
C -10.226 -8.873 22.955
H -7.603 -6.382 22.987
H -8.803 -6.898 21.884
H -7.497 -8.052 22.396
H -9.740 -9.878 22.890
H -10.355 -8.454 21.934
H -11.215 -8.908 23.355
C -7.647 -3.391 24.938
S -6.824 -2.487 23.721
O -5.528 -3.199 23.449
C -7.852 -2.955 22.361
H -8.746 -3.181 25.043
H -7.133 -3.207 25.865
H -7.519 -4.422 24.695
H -7.957 -4.003 22.164
H -7.309 -2.392 21.601
H -8.845 -2.426 22.508
C -10.865 -4.675 22.077
S -11.968 -3.921 23.252
O -11.210 -2.808 24.058
C -12.924 -2.975 22.141
H -11.425 -5.358 21.510
H -10.019 -5.128 22.567
H -10.548 -3.816 21.481
H -12.993 -3.573 21.278
H -12.312 -2.126 21.911
H -13.865 -2.586 22.623
C -9.090 -7.062 18.709
S -10.774 -7.465 19.125
O -11.366 -6.065 19.329
C -11.370 -7.944 17.524
H -8.433 -7.884 18.621
H -8.738 -6.367 19.375
H -9.192 -6.519 17.801
H -12.403 -8.326 17.614
H -10.799 -8.884 17.286
H -11.176 -7.250 16.736
C -10.891 -0.031 22.276
S -10.123 -0.005 23.898
O -8.607 -0.005 23.523
C -10.533 1.693 24.237
H -10.564 -0.926 21.724
H -10.581 0.784 21.654
H -11.949 -0.092 22.304
H -11.524 1.895 23.887
H -9.726 2.316 23.745
H -10.553 2.037 25.324


# 2
76
Properties=species:S:1:pos:R:3 method="wB97M-V/def2-TZVPD" smiles="O=P(O)(O)C[PH2](O)C(F)(F)F.CN(C)P(=O)(N(C)C)N(C)C.CN(C)P(=O)(N(C)C)N(C)C" gap_ev=8.55 lumo_energy_ev=0.6
O 0.648 0.273 -2.830
P 0.803 -1.181 -2.792
O -0.619 -1.902 -3.005
O 1.751 -1.664 -3.993
C 1.478 -1.670 -1.213
P 0.767 -3.199 -0.313
O 0.166 -4.546 0.552
C 2.124 -4.305 -1.096
F 3.331 -3.978 -0.596
F 1.974 -5.613 -0.852
F 2.144 -4.187 -2.451
H -1.089 -1.453 -3.715
H 1.859 -2.624 -3.998
H 2.552 -1.770 -1.381
H 1.348 -0.802 -0.567
H -0.530 -2.995 -0.803
H 1.086 -2.638 0.926
H -0.623 -4.872 0.115
C -5.561 -1.985 -0.266
N -4.648 -2.744 0.558
C -4.437 -4.114 0.122
P -3.521 -2.199 1.710
O -2.195 -2.230 1.058
N -3.646 -0.525 2.150
C -4.713 0.360 1.717
C -2.375 0.202 2.163
N -4.294 -2.805 3.040
C -5.710 -3.115 3.111
C -3.573 -2.766 4.307
H -6.516 -2.516 -0.351
H -5.173 -1.820 -1.280
H -5.793 -1.019 0.161
H -4.927 -4.837 0.788
H -3.373 -4.363 0.088
H -4.837 -4.258 -0.881
H -4.726 0.518 0.633
H -4.575 1.337 2.184
H -5.694 0.009 2.047
H -2.068 0.548 1.169
H -1.575 -0.417 2.559
H -2.476 1.071 2.818
H -6.336 -2.324 2.695
H -5.983 -3.232 4.159
H -5.962 -4.048 2.602
H -3.790 -1.849 4.864
H -2.496 -2.806 4.133
H -3.828 -3.628 4.925
C 5.706 2.523 -0.183
N 4.674 2.483 -1.189
C 4.942 1.595 -2.306
P 3.044 3.016 -1.095
O 2.341 1.752 -0.741
N 2.598 3.977 0.290
C 3.540 4.449 1.285
C 1.347 3.579 0.930
N 3.288 4.312 -2.107
C 4.565 4.955 -2.354
C 2.104 5.031 -2.568
H 6.670 2.770 -0.644
H 5.820 1.566 0.345
H 5.524 3.290 0.560
H 5.183 2.151 -3.223
H 4.082 0.954 -2.522
H 5.785 0.942 -2.078
H 4.020 3.633 1.840
H 3.010 5.068 2.013
H 4.307 5.093 0.849
H 1.471 2.736 1.623
H 0.605 3.289 0.191
H 0.949 4.432 1.486
H 5.125 5.146 -1.438
H 4.376 5.918 -2.830
H 5.203 4.379 -3.027
H 1.861 5.869 -1.906
H 1.241 4.364 -2.596
H 2.248 5.408 -3.581


# 3
66
Properties=species:S:1:pos:R:3 method="wB97M-V/def2-TZVPD" e_above_lowest_kj_mol=0.0 total_charge=+1 gap_ev="9.53 / 9.02" lumo_energy_ev="-2.8 / -3.0" multiplicity=5
Fe -0.326 -1.276 -1.688
O -0.015 -0.210 -0.084
H 0.280 0.700 -0.006
C 3.488 -2.728 -2.242
C 2.778 -1.457 -1.823
O 1.572 -1.204 -2.615
H 4.462 -2.804 -1.761
H 3.608 -2.788 -3.323
H 2.908 -3.601 -1.926
H 3.427 -0.581 -1.909
H 2.460 -1.494 -0.784
H 1.833 -0.907 -3.492
C -0.293 -3.794 1.609
C 0.722 -3.225 0.653
O 0.205 -3.108 -0.700
H -0.553 -4.831 1.394
H -1.199 -3.186 1.630
H 0.129 -3.770 2.618
H 1.642 -3.822 0.635
H 1.021 -2.222 0.950
H 0.045 -3.990 -1.053
C -4.741 -1.457 -0.933
C -3.454 -1.076 -1.637
O -2.304 -1.672 -1.023
H -5.601 -1.251 -1.569
H -4.834 -0.903 -0.001
H -4.759 -2.524 -0.705
H -3.345 0.015 -1.602
H -3.456 -1.383 -2.682
H -2.278 -1.411 -0.072
C -2.343 1.844 1.850
C -2.361 0.397 2.334
O -2.036 -0.523 1.295
H -2.919 1.932 0.925
H -1.327 2.196 1.659
H -2.798 2.502 2.591
H -3.349 0.134 2.704
H -1.651 0.269 3.158
H -1.178 -0.253 0.887
C -1.417 2.571 -2.269
C -0.356 1.698 -2.914
O -0.802 0.307 -3.037
H -1.537 2.305 -1.219
H -2.369 2.478 -2.790
H -1.104 3.616 -2.319
H 0.532 1.646 -2.291
H -0.092 2.062 -3.906
H -1.406 0.235 -3.783
C 1.131 3.439 0.391
C 2.485 4.038 0.135
O 2.318 5.102 -0.805
H 1.155 2.745 1.230
H 0.775 2.925 -0.503
H 0.440 4.247 0.634
H 3.170 3.281 -0.265
H 2.905 4.403 1.078
H 3.149 5.577 -0.903
C 2.560 -0.032 4.162
C 1.435 0.175 3.179
O 1.973 0.532 1.884
H 3.364 -0.607 3.703
H 2.210 -0.566 5.046
H 2.979 0.922 4.482
H 0.778 0.982 3.524
H 0.842 -0.744 3.090
H 1.422 0.125 1.204


# 4
66
Properties=species:S:1:pos:R:3 method="wB97M-V/def2-TZVPD" e_above_lowest_kj_mol=223.4 smiles=CCO.CCO.CCO.CCO.CCO.CCO.CO.CO gap_ev=10.42 lumo_energy_ev=0.5
C -1.171 -23.529 39.437
C -0.187 -23.219 38.337
O -0.165 -24.339 37.449
H -0.987 -24.521 39.846
H -2.193 -23.435 39.066
H -1.140 -22.829 40.279
H 0.828 -23.023 38.692
H -0.502 -22.332 37.783
H -0.215 -24.063 36.529
C -0.877 -17.742 37.232
C -0.346 -16.940 38.441
O 1.067 -16.770 38.304
H -0.396 -18.720 37.296
H -0.657 -17.216 36.307
H -1.946 -17.943 37.334
H -0.581 -17.476 39.353
H -0.809 -15.949 38.408
H 1.188 -16.239 37.511
C 3.292 -22.267 31.036
C 4.160 -21.607 32.095
O 4.903 -20.513 31.532
H 2.962 -21.453 30.374
H 2.338 -22.560 31.476
H 3.774 -22.994 30.391
H 4.869 -22.329 32.512
H 3.480 -21.252 32.871
H 5.052 -19.978 32.318
C -3.340 -22.023 36.001
C -4.185 -23.191 35.573
O -3.460 -23.937 34.566
H -3.951 -21.361 36.618
H -3.049 -21.402 35.149
H -2.439 -22.358 36.510
H -5.132 -22.876 35.128
H -4.376 -23.861 36.414
H -3.862 -24.804 34.469
C -0.478 -25.353 33.330
C 0.050 -23.968 33.611
O -0.740 -23.255 34.545
H -0.481 -25.950 34.242
H 0.111 -25.883 32.581
H -1.494 -25.267 32.936
H 0.249 -23.360 32.718
H 1.050 -24.009 34.061
H -1.677 -23.221 34.300
C 3.234 -17.463 33.331
C 2.160 -17.872 32.336
O 1.676 -16.747 31.605
H 3.749 -18.304 33.802
H 2.691 -17.076 34.203
H 3.929 -16.713 32.964
H 1.271 -18.294 32.820
H 2.507 -18.655 31.657
H 1.956 -15.937 32.038
C 1.926 -21.123 35.246
O 0.739 -20.979 35.988
H 2.324 -22.141 35.174
H 1.829 -20.645 34.267
H 2.683 -20.572 35.810
H 0.027 -21.359 35.459
C 3.002 -24.915 36.806
O 3.841 -25.847 36.098
H 2.369 -24.399 36.079
H 2.337 -25.445 37.489
H 3.649 -24.231 37.344
H 3.248 -26.496 35.713


Result set for total energy: -3872.273887 -3004.248930 -2424.618970 -1161.596841 Ha, one per record in the order listed.